# 1
90
Properties=species:S:1:pos:R:3:mulliken_charge:R:1 method="wB97M-V/def2-TZVPD" homo_ev=-6.1 total_charge=-1 total_energy_ev=-107288.352 gap_ev=7.8 molar_mass_da=805.159 e_above_lowest_kj_mol=0.00 largest_force_ev_per_a=1.14
C -8.29 1.76 2.50 -1.199
C -7.89 0.53 3.33 -0.764
C -6.98 -0.43 2.55 0.216
C -7.09 -1.86 3.10 -1.298
S -5.30 0.26 2.51 1.065
O -5.08 0.67 1.13 -0.706
O -5.23 1.35 3.46 -0.748
N -4.40 -0.99 2.99 -0.131
S -2.90 -1.00 2.47 1.227
O -2.77 -1.62 1.16 -0.788
O -2.23 0.29 2.57 -0.803
C -2.02 -2.12 3.55 -1.298
C -2.13 -1.98 5.07 0.394
C -1.21 -3.03 5.73 -1.331
Cl -3.79 -2.27 5.69 -0.187
H -7.43 2.41 2.35 0.310
H -9.08 2.33 2.99 0.361
H -8.63 1.44 1.51 0.314
H -7.41 0.85 4.25 0.295
H -8.79 -0.03 3.60 0.460
H -7.32 -0.43 1.52 0.348
H -7.70 -2.47 2.43 0.293
H -7.57 -1.87 4.08 0.336
H -6.12 -2.35 3.20 0.340
H -0.98 -1.88 3.30 0.370
H -2.20 -3.14 3.23 0.492
H -1.80 -0.99 5.37 0.319
H -1.53 -3.21 6.75 0.405
H -1.30 -3.97 5.17 0.326
H -0.18 -2.68 5.70 0.323
C -0.77 1.51 0.32 0.205
C -1.90 1.56 -0.67 -0.171
O -1.19 1.73 -1.93 -0.363
C 0.05 1.26 -1.76 0.762
O 0.84 1.11 -2.66 -0.655
O 0.31 0.99 -0.48 -0.340
H -1.01 0.85 1.15 -0.028
H -0.48 2.50 0.69 0.168
H -2.47 0.63 -0.71 0.201
H -2.59 2.39 -0.52 0.343
C 1.94 -1.73 -4.61 -0.425
C 0.68 -1.93 -3.80 -0.207
O 0.74 -3.33 -3.48 -0.342
C 2.03 -3.72 -3.54 0.601
O 2.44 -4.78 -3.17 -0.540
O 2.80 -2.75 -4.07 -0.250
H 2.38 -0.75 -4.47 0.337
H 1.80 -1.92 -5.67 0.249
H 0.69 -1.35 -2.88 0.115
H -0.23 -1.71 -4.35 0.385
C 0.53 -7.18 -2.53 -0.070
C 1.06 -8.06 -1.43 -0.281
O -0.07 -8.89 -1.12 -0.341
C -0.88 -8.92 -2.21 0.638
O -1.80 -9.66 -2.33 -0.532
O -0.48 -8.02 -3.13 -0.347
H 1.28 -6.91 -3.27 0.192
H 0.06 -6.27 -2.15 0.197
H 1.88 -8.71 -1.76 0.265
H 1.38 -7.51 -0.54 0.272
C 3.18 4.86 -1.28 -0.390
C 1.68 4.80 -1.51 0.081
O 1.17 5.11 -0.20 -0.327
C 2.11 5.80 0.47 0.672
O 1.94 6.35 1.51 -0.513
O 3.29 5.79 -0.20 -0.311
H 3.73 5.22 -2.14 0.318
H 3.59 3.90 -0.96 0.289
H 1.33 5.56 -2.21 0.245
H 1.34 3.83 -1.83 -0.034
C 7.06 -3.71 -3.96 -0.291
C 5.95 -2.75 -4.35 -0.024
O 6.61 -1.89 -5.29 -0.337
C 7.66 -2.55 -5.81 0.632
O 8.31 -2.18 -6.73 -0.530
O 7.88 -3.71 -5.14 -0.335
H 6.70 -4.71 -3.75 0.271
H 7.65 -3.34 -3.12 0.250
H 5.12 -3.25 -4.85 0.156
H 5.56 -2.17 -3.51 0.231
C 3.79 8.91 2.31 -0.088
C 5.20 8.88 1.75 -0.269
O 5.25 10.08 0.99 -0.346
C 4.33 10.94 1.48 0.643
O 4.24 12.09 1.17 -0.532
O 3.53 10.32 2.37 -0.346
H 3.70 8.46 3.29 0.305
H 3.07 8.44 1.64 0.116
H 5.96 8.93 2.54 0.246
H 5.39 8.02 1.12 0.244

---

# 2
75
Properties=species:S:1:pos:R:3:mulliken_charge:R:1 method="wB97M-V/def2-TZVPD" homo_ev=-7.4 total_energy_ev=-48855.492 gap_ev=6.9 smiles="C=C[C@]1(COc2ccccc2)[C@H](CCC(F)(F)F)C(=O)N[C@@H]1CCCN.CNC(C)=O.CNC(C)=O" molar_mass_da=516.605 e_above_lowest_kj_mol=343.76 largest_force_ev_per_a=3.08
C 3.69 2.14 3.82 -1.125
C 3.50 0.97 3.04 -0.390
C 3.15 0.93 1.50 1.629
C 1.83 0.08 1.42 -1.549
O 0.66 0.78 1.95 -0.441
C -0.42 0.41 1.09 0.274
C -0.88 -0.98 1.20 -0.210
C -1.96 -1.39 0.30 -0.176
C -2.51 -0.44 -0.66 -0.418
C -2.04 0.95 -0.73 -0.860
C -0.96 1.39 0.17 -0.022
C 4.45 0.22 0.90 -0.414
C 4.78 -1.25 1.33 -0.696
C 6.02 -1.73 0.46 -1.043
C 5.65 -2.19 -0.98 0.918
F 4.54 -2.98 -1.07 -0.274
F 6.71 -2.98 -1.43 -0.295
F 5.59 -1.15 -1.89 -0.267
C 5.47 1.40 1.21 0.359
O 6.60 1.30 1.63 -0.624
N 4.72 2.60 0.91 -0.321
C 3.28 2.27 0.70 -0.318
C 2.19 3.40 0.82 -0.445
C 1.71 3.73 -0.66 -0.956
C 0.87 5.05 -0.77 -0.573
N 0.36 5.21 -2.17 -0.633
H 4.75 2.43 4.05 0.285
H 2.83 2.71 4.25 0.283
H 3.58 -0.02 3.59 0.289
H 1.94 -0.86 2.04 0.371
H 1.62 -0.17 0.34 0.604
H -0.43 -1.69 1.93 0.382
H -2.29 -2.45 0.36 0.193
H -3.31 -0.77 -1.36 0.333
H -2.44 1.68 -1.46 0.468
H -0.55 2.44 0.17 0.369
H 4.42 0.23 -0.22 0.400
H 3.91 -1.88 1.01 0.325
H 4.96 -1.39 2.43 0.446
H 6.73 -0.87 0.35 0.335
H 6.53 -2.59 0.96 0.364
H 4.88 3.30 1.65 0.436
H 3.27 1.98 -0.39 0.203
H 2.70 4.35 1.17 0.385
H 1.32 3.12 1.46 0.385
H 1.13 2.87 -1.11 0.464
H 2.62 3.84 -1.33 0.451
H 1.54 5.94 -0.58 0.359
H 0.00 4.99 -0.07 0.236
H 0.77 6.06 -2.57 0.269
H 0.72 4.44 -2.75 0.273
C -3.94 -7.00 -0.02 -0.861
N -3.12 -5.82 0.14 -0.150
C -2.46 -5.12 -0.83 0.815
C -2.59 -5.59 -2.25 -1.358
O -1.80 -4.13 -0.53 -0.670
H -4.94 -6.78 0.36 0.290
H -3.51 -7.81 0.58 0.294
H -4.01 -7.32 -1.05 0.328
H -2.99 -5.45 1.06 0.227
H -2.01 -4.93 -2.90 0.287
H -2.19 -6.60 -2.35 0.378
H -3.63 -5.57 -2.57 0.383
C -6.35 2.89 -1.29 -0.880
N -5.93 1.61 -0.75 -0.114
C -6.50 0.39 -0.93 0.839
C -7.72 0.30 -1.81 -1.345
O -6.01 -0.59 -0.40 -0.638
H -5.53 3.30 -1.88 0.277
H -6.56 3.57 -0.46 0.311
H -7.23 2.80 -1.92 0.326
H -5.12 1.59 -0.15 0.212
H -8.05 -0.73 -1.86 0.313
H -8.53 0.90 -1.39 0.357
H -7.48 0.64 -2.82 0.344

---

# 3
76
Properties=species:S:1:pos:R:3:lowdin_spin:R:1 method="wB97M-V/def2-TZVPD" homo_ev="-10.6 / -10.6" total_charge=+1 s2=0.77 total_energy_ev=-330674.904 gap_ev="6.5 / 6.6" multiplicity=2 molar_mass_da=1021.267 e_above_lowest_kj_mol=171.38 largest_force_ev_per_a=0.40
Re 0.24 0.14 0.20 0.879
C 2.57 0.61 3.05 0.016
C 3.41 0.97 1.82 0.015
Ge 2.86 0.02 0.18 0.019
C 3.77 0.79 -1.38 -0.002
C 3.24 0.24 -2.71 0.000
C 3.48 -1.82 0.27 -0.001
C 2.66 -2.82 -0.09 -0.001
Ge 0.86 -2.14 -0.49 0.013
C 0.05 -2.87 -2.13 -0.001
C -0.07 -4.36 -2.40 -0.001
C -0.05 -2.00 1.42 0.039
C 0.40 -3.28 2.16 0.006
C 3.07 -4.24 -0.19 0.000
C 2.13 -5.26 -0.12 0.000
C 2.50 -6.59 -0.18 0.000
C 3.83 -6.93 -0.33 0.000
C 4.79 -5.92 -0.43 0.000
C 4.41 -4.60 -0.36 0.000
H 2.90 1.14 3.94 0.000
H 2.62 -0.46 3.27 0.000
H 1.51 0.86 2.89 0.012
H 4.46 0.74 2.01 0.001
H 3.35 2.04 1.62 0.000
H 4.82 0.53 -1.26 0.000
H 3.71 1.88 -1.36 0.000
H 3.37 -0.84 -2.76 0.000
H 3.77 0.67 -3.56 0.000
H 2.18 0.45 -2.84 0.000
H 4.52 -2.03 0.54 0.000
H 0.72 -2.41 -2.87 0.000
H -0.91 -2.37 -2.28 0.000
H 0.91 -4.85 -2.42 0.000
H -0.53 -4.53 -3.38 0.000
H -0.68 -4.88 -1.66 0.000
H -1.13 -1.95 1.51 0.000
H 0.39 -1.17 2.00 0.013
H -0.05 -4.17 1.72 0.002
H 0.06 -3.23 3.20 0.002
H 1.48 -3.40 2.17 0.000
H 1.08 -5.02 0.00 0.000
H 1.74 -7.37 -0.11 0.000
H 4.13 -7.97 -0.39 0.000
H 5.83 -6.18 -0.57 0.000
H 5.16 -3.83 -0.46 0.000
O -0.51 2.84 2.60 0.005
C -0.78 4.07 1.94 0.000
C -1.54 3.79 0.64 0.000
C -2.39 5.06 0.36 0.000
O -3.17 4.94 -0.81 0.000
C -0.64 3.58 -0.58 -0.009
Se 0.81 2.25 -0.60 -0.047
C -2.54 2.66 0.80 -0.001
Se -1.85 0.90 1.34 0.001
H -0.02 3.00 3.41 0.000
H 0.15 4.60 1.71 0.000
H -1.39 4.71 2.59 0.000
H -1.73 5.93 0.32 0.000
H -3.08 5.21 1.19 0.000
H -2.73 5.37 -1.55 0.000
H -0.12 4.51 -0.81 0.000
H -1.27 3.34 -1.45 -0.002
H -3.07 2.50 -0.13 0.000
H -3.28 2.87 1.58 0.000
C -6.33 -0.06 1.80 0.000
S -5.22 0.18 0.39 0.000
C -4.41 -1.37 0.31 0.001
C -3.15 -1.54 -0.11 0.006
S -2.12 -0.17 -0.59 0.035
S -2.60 -3.19 -0.30 0.002
C -4.03 -3.97 0.33 0.000
S -4.16 -5.57 0.51 0.000
S -5.29 -2.83 0.70 0.001
H -6.83 0.90 1.94 0.000
H -5.77 -0.31 2.70 0.000
H -7.08 -0.82 1.60 0.000